The following is a DFT calculation (the ωB97M-V functional and the def2-TZVPD basis) of the molecule C5H8O at a distorted geometry.

```
! wB97M-V def2-TZVPD RIJCOSX def2/J DEFGRID3
* xyz 0 1
C 0.6342 2.0758 1.2059
C -1.4393 -1.5776 -0.7559
C -0.1744 -1.2087 -0.7119
O 0.8601 -1.8513 -1.3739
C 0.3985 0.0897 -0.2640
C 0.3395 0.6471 0.9410
H 1.5758 2.3448 0.7131
H -0.1027 2.7344 0.7314
H 0.6145 2.3198 2.2639
H -1.7658 -2.4611 -1.3011
H -2.2822 -1.0028 -0.4110
H 0.6196 -2.7386 -1.6292
H 0.7089 0.6205 -1.1635
H 0.0132 0.0081 1.7552
*
```

Values from the calculation:
energy above the lowest of the compared OMol25 structures with the same formula, charge and spin	1.643	eV
SMILES	C=C(O)/C=C/C